1.
Here is 2 unconnected molecules or ions with the total composition C3H12N3O from OMol25. Energies are from the ωB97M-V functional and the def2-TZVPD basis.

Atoms and positions in Å:
N: 2.052 -2.018 1.391
C: 1.198 -1.622 0.471
N: 1.518 -1.073 -0.659
H: 3.037 -1.791 1.373
H: 1.714 -2.356 2.275
H: 0.152 -1.781 0.678
H: 0.779 -0.653 -1.274
H: 2.488 -0.883 -0.860
C: -1.503 1.453 1.083
N: -1.301 0.527 -0.044
C: -0.709 1.213 -1.171
O: -0.323 0.287 -2.199
H: -0.528 1.787 1.441
H: -1.962 0.909 1.906
H: -2.107 2.323 0.819
H: -2.226 0.198 -0.319
H: -1.366 1.975 -1.604
H: 0.217 1.689 -0.850
H: -1.129 -0.186 -2.456

Values from the calculation:
Charge = +1
Highest occupied orbital energy = -0.4863 Eh
Gap between HOMO and LUMO = 10.20 eV

Partial charges, natural (NBO), in e: -0.72 0.40 -0.71 0.42 0.43 0.24 0.47 0.41 -0.43 -0.66 0.08 -0.72 0.20 0.22 0.19 0.36 0.17 0.18 0.49

***

2.
Here is 2 unconnected molecules or ions with the total composition C3H12N3O from OMol25. Energies are from the ωB97M-V functional and the def2-TZVPD basis.

Atoms and positions in Å:
C: 0.274 3.051 -1.111
O: -0.649 2.078 -0.589
H: -1.519 2.484 -0.708
H: 1.313 2.754 -0.905
H: 0.170 3.072 -2.192
H: 0.159 4.012 -0.614
C: -0.838 -1.761 -1.126
C: 0.334 -0.992 0.789
N: -0.401 0.010 1.161
N: -0.236 -2.099 0.168
N: 1.636 -1.080 0.976
H: -1.375 0.080 0.921
H: 0.024 0.854 1.521
H: -0.923 -2.590 0.733
H: 2.074 -1.923 0.629
H: 2.310 -0.328 0.959
H: -0.635 -2.526 -1.877
H: -0.359 -0.900 -1.597
H: -1.905 -1.572 -1.154

Values from the calculation:
Charge = +1
Highest occupied orbital energy = -0.5237 Eh
Gap between HOMO and LUMO = 11.04 eV

Partial charges, natural (NBO), in e: -0.26 -0.77 0.48 0.18 0.19 0.19 -0.45 0.71 -0.68 -0.66 -0.73 0.44 0.43 0.41 0.44 0.43 0.23 0.22 0.21

***

Q: Which of them is the most stable? A: 1.